1.
This record from the OMol25 dataset describes a structure of composition C17H40BBeCl3F2KLiN3O3S in a non-equilibrium geometry. The level of theory is the ωB97M-V functional and the def2-TZVPD basis.

gap between HOMO and LUMO = 2.973 eV
E_HOMO = -9.617 eV

Geometry as ORCA input:
```
! wB97M-V def2-TZVPD RIJCOSX def2/J DEFGRID3
* xyz 1 1
K -4.371 -6.236 -4.636
Cl -6.928 -8.465 -1.522
Cl -5.464 -5.932 -1.764
Cl -6.532 -7.301 -4.145
S -2.878 -3.793 0.480
F 1.233 -4.372 -0.599
F 2.307 -3.192 -4.516
O 2.361 3.283 4.096
O -3.137 -1.053 -4.009
O -0.322 -2.074 -2.304
N -1.618 -2.363 -5.069
N -3.773 -2.135 -5.902
N 4.620 4.248 0.059
C 0.961 4.986 2.995
C 0.468 -3.566 2.805
C -5.838 -7.534 -2.506
C 2.770 2.006 2.047
C 4.657 7.841 1.035
C -2.857 -1.796 -4.923
C 0.575 -1.933 0.903
C 4.069 5.208 -0.264
C 1.940 2.192 3.306
C -1.837 -0.844 1.254
C 0.728 -2.993 -2.402
C 2.338 4.554 3.474
C 0.779 -3.229 1.549
C 3.398 6.434 -0.675
C 4.289 7.659 -0.434
C -2.696 -1.647 2.225
C -3.724 -2.457 1.436
B -0.258 -0.750 1.637
Be -4.830 -3.325 -0.855
Li 1.068 0.094 -0.554
H -2.231 0.163 1.244
H -4.906 -8.089 -2.601
H 2.693 5.253 4.230
H 2.468 6.524 -0.111
H 1.525 -2.698 -3.210
H 0.254 4.994 3.824
H -1.366 -2.965 -5.829
H 0.851 -3.078 3.685
H -2.226 -4.329 1.520
H -4.214 -1.782 0.749
H 0.175 0.350 1.135
H 5.262 8.735 1.168
H 2.702 2.864 1.379
H -1.986 -1.230 0.249
H -0.922 -2.130 -4.383
H 1.238 -4.038 0.895
H 3.823 1.872 2.294
H 3.145 6.347 -1.731
H -0.921 -2.400 -1.611
H 0.365 -3.980 -2.659
H 2.428 1.122 1.503
H -3.558 -2.744 -6.669
H 1.011 5.988 2.568
H 1.605 -1.540 0.755
H 5.236 6.995 1.407
H 2.033 1.312 3.942
H -3.255 -0.991 2.872
H -4.426 -2.912 2.115
H 1.334 -3.092 -1.415
H -4.689 -1.732 -5.843
H 0.169 -2.122 -0.076
H -0.032 -0.664 2.830
H 5.199 7.569 -1.027
H 3.764 8.546 -0.788
H 3.062 4.590 2.650
H -0.186 -4.408 2.961
H 3.764 7.943 1.654
H 0.565 4.317 2.229
H -2.125 -2.352 2.817
H 0.876 2.281 3.055
*
```

Atom charges from the Löwdin analysis, given in e for atoms 1 to 2: number 1, K, carries 0.7319; number 2, Cl, carries 0.6276



2.
This record from the OMol25 dataset describes a structure of composition C21H28N5OPtS4 in a non-equilibrium geometry. The level of theory is the ωB97M-V functional and the def2-TZVPD basis.

energy above the lowest of the compared OMol25 structures with the same formula, charge and spin = 41.2 kcal/mol
gap between HOMO and LUMO (spin up / spin down) = 6.503 / 6.492 eV
E_HOMO (spin up / spin down) = -10.316 / -10.322 eV

Geometry as ORCA input:
```
! wB97M-V def2-TZVPD RIJCOSX def2/J DEFGRID3
* xyz 1 1
Pt -0.228 -1.364 0.336
S -3.568 -4.411 0.819
S 1.465 1.379 3.540
S 2.629 -5.163 -0.638
S -0.377 -0.810 2.744
O 0.133 0.600 0.024
N -3.327 -1.821 1.515
N 3.284 -2.624 -0.054
N -0.797 1.846 2.491
N -1.472 -2.971 0.621
N 1.028 -3.254 -0.034
C 3.216 0.521 -0.162
C -2.732 -2.917 1.017
C -0.255 3.200 2.560
C 0.951 3.129 3.502
C 0.230 1.158 -1.205
C 2.686 1.833 -0.717
C 1.562 2.293 -2.877
C -0.027 0.853 2.859
C 0.467 2.384 -3.716
C -2.370 0.983 -1.666
C -2.129 -5.143 0.210
C 2.304 -3.515 -0.209
C -0.920 1.335 -2.016
C -2.728 -0.490 -1.874
C -0.756 1.934 -3.266
C -1.127 -4.249 0.181
C 1.470 1.713 -1.622
C 0.943 -5.518 -0.516
C 2.435 2.824 0.423
C 0.269 -4.405 -0.173
C -2.819 1.445 -0.281
H -3.802 -0.649 -1.759
H 1.779 3.734 3.139
H -2.704 -1.095 1.846
H -1.648 1.663 1.978
H 4.187 0.675 0.314
H 2.530 0.109 0.588
H -2.610 2.508 -0.130
H 3.329 2.949 1.042
H -2.278 0.861 0.460
H 3.052 -1.687 0.222
H 1.645 2.426 1.054
H 0.028 3.519 1.560
H 2.516 2.700 -3.195
H -1.631 2.063 -3.894
H -4.227 -1.903 1.954
H 2.135 3.802 0.042
H 0.698 3.439 4.513
H -2.419 -0.811 -2.869
H -1.014 3.880 2.942
H -2.113 -6.181 -0.077
H -3.890 1.281 -0.148
H 4.248 -2.875 -0.175
H 0.565 -6.516 -0.659
H -2.957 1.556 -2.387
H -2.233 -1.130 -1.139
H 3.338 -0.175 -0.991
H 3.477 2.244 -1.349
H 0.558 2.840 -4.693
*
```

Atom charges from the Löwdin analysis, given in e for atoms 1 to 2: number 1, Pt, carries 0.9574; number 2, S, carries 1.1155



3.
This record from the OMol25 dataset describes a cluster of 2 separate species, C3H11N2OS in total in a non-equilibrium geometry. The level of theory is the ωB97M-V functional and the def2-TZVPD basis.

energy above the lowest of the compared OMol25 structures with the same formula, charge and spin = 32.5 kcal/mol
gap between HOMO and LUMO = 6.985 eV
E_HOMO = -3.073 eV

Geometry as ORCA input:
```
! wB97M-V def2-TZVPD RIJCOSX def2/J DEFGRID3
* xyz -1 1
S 0.875 2.506 -0.217
O -0.682 2.182 -2.723
N 1.542 -0.571 -0.252
N -0.957 -2.419 0.432
C -0.610 -1.118 1.119
C 0.167 1.177 0.873
C 0.206 -0.181 0.087
H -0.290 -2.884 -0.029
H 0.997 1.200 1.698
H -0.430 0.042 -0.825
H -0.027 -1.352 2.002
H -0.355 1.359 -3.074
H 2.080 -0.766 0.545
H -1.827 -2.441 0.066
H -1.533 -0.637 1.548
H -0.772 1.465 1.112
H 1.941 0.200 -0.672
H -0.324 2.238 -1.690
*
```

Atom charges from the Löwdin analysis, given in e for atoms 1 to 2: number 1, S, carries 0.3054; number 2, O, carries -0.2690



4.
This record from the OMol25 dataset describes the molecule C8H9N7O in a non-equilibrium geometry. The level of theory is the ωB97M-V functional and the def2-TZVPD basis.

energy above the lowest of the compared OMol25 structures with the same formula, charge and spin = 0.0 kcal/mol
SMILES string = Nc1n[nH]c(N)c1/N=N/c1cccc[n+]1[O-]
gap between HOMO and LUMO = 7.249 eV
E_HOMO = -7.869 eV

Geometry as ORCA input:
```
! wB97M-V def2-TZVPD RIJCOSX def2/J DEFGRID3
* xyz 0 1
O 1.319 0.455 -2.191
N -3.328 2.738 1.020
N -1.468 2.630 -0.433
N -3.813 -0.485 2.541
N -3.948 1.860 1.843
N -1.327 -0.264 0.731
N 1.344 -0.671 -1.634
N -0.389 0.014 -0.117
C 2.109 -2.957 -1.761
C -3.322 0.631 1.885
C 1.300 -3.284 -0.673
C 0.536 -2.271 -0.085
C 2.100 -1.628 -2.191
C -2.218 0.724 1.060
C 0.514 -0.943 -0.593
C -2.301 2.077 0.515
H -1.789 3.456 -0.915
H 2.725 -1.317 -3.015
H -4.824 -0.549 2.675
H -0.093 -2.549 0.729
H 2.739 -3.647 -2.290
H -3.257 -1.306 2.468
H -4.772 2.081 2.391
H 1.275 -4.305 -0.327
H -0.753 2.021 -0.824
*
```

Atom charges from the Löwdin analysis, given in e for atoms 1 to 2: number 1, O, carries -0.0703; number 2, N, carries 0.0481



5.
This record from the OMol25 dataset describes a cluster of 5 separate species, C21H28F2O3 in total in a non-equilibrium geometry. The level of theory is the ωB97M-V functional and the def2-TZVPD basis.

⟨S²⟩ = 0.759
gap between HOMO and LUMO (spin up / spin down) = 2.308 / 6.830 eV
E_HOMO (spin up / spin down) = 0.313 / -4.268 eV

Geometry as ORCA input:
```
! wB97M-V def2-TZVPD RIJCOSX def2/J DEFGRID3
* xyz -1 2
F -0.461 -0.984 1.740
F -4.397 -0.078 6.476
O -5.934 1.618 -0.218
O 2.629 2.368 -4.317
O 3.823 -2.886 -5.157
C -0.843 -0.801 6.709
C 2.988 -1.140 -0.503
C -2.970 -1.213 5.070
C 4.302 -0.909 -3.735
C 1.602 2.497 -3.641
C 0.714 -1.056 1.071
C -1.748 -1.848 4.752
C -3.167 -0.497 6.165
C -2.103 -0.278 7.017
C -5.269 0.034 1.404
C 2.896 -0.784 -5.820
C 2.946 -1.874 0.730
C 1.911 -0.405 -0.931
C 0.292 1.930 -4.049
C 0.795 -0.295 -0.118
C 3.742 -1.653 -4.933
C 1.746 -1.856 1.459
C 1.671 3.362 -2.394
C -5.018 1.124 0.396
C -0.635 -1.573 5.570
C -3.619 1.724 0.262
H -4.630 0.036 2.287
H -0.539 2.364 -3.494
H -5.163 -0.893 0.840
H -1.693 -2.435 3.847
H -3.538 2.505 1.018
H -0.105 0.235 -0.393
H -2.256 0.325 7.901
H 3.786 -2.345 1.219
H 3.874 -1.124 -1.119
H 0.372 -1.903 5.359
H 2.025 -0.342 -5.336
H 4.857 -1.644 -3.152
H 2.725 3.494 -2.148
H -3.443 2.198 -0.704
H 3.556 -0.021 -6.233
H 2.556 -1.488 -6.580
H 1.093 2.809 -1.653
H -0.013 -0.721 7.395
H -6.283 0.110 1.796
H 0.118 2.271 -5.069
H 0.242 0.841 -4.060
H 1.988 0.167 -1.844
H 3.449 -0.441 -3.244
H 1.639 -2.474 2.338
H -2.795 1.014 0.337
H 4.880 -0.039 -4.045
H 1.211 4.311 -2.669
H -3.809 -1.338 4.402
*
```

Atom charges from the Löwdin analysis, given in e for atoms 1 to 2: number 1, F, carries -0.0019; number 2, F, carries 0.0675



6.
This record from the OMol25 dataset describes the molecule C17H17N3O3 in a non-equilibrium geometry. The level of theory is the ωB97M-V functional and the def2-TZVPD basis.

energy above the lowest of the compared OMol25 structures with the same formula, charge and spin = 65.5 kcal/mol
SMILES string = COc1ccc(OC)c(NCc2nnc(-c3ccccc3)o2)c1
gap between HOMO and LUMO = 8.280 eV
E_HOMO = -7.757 eV

Geometry as ORCA input:
```
! wB97M-V def2-TZVPD RIJCOSX def2/J DEFGRID3
* xyz 0 1
O 1.780 0.017 0.475
O -5.344 -1.743 -1.196
O -1.810 2.031 0.800
N 1.848 -1.303 2.218
N -1.092 -0.685 0.535
N 3.078 -1.277 1.676
C 1.096 -0.534 1.499
C -2.149 3.393 0.844
C -3.285 -1.126 -0.284
C -2.745 1.135 0.325
C -4.926 0.586 -0.584
C -6.641 -1.414 -1.626
C 4.927 0.974 -2.209
C 4.104 -0.163 -0.262
C 6.190 0.454 -1.975
C -4.017 1.503 -0.072
C -4.556 -0.742 -0.703
C 3.024 -0.493 0.640
C -2.365 -0.223 0.232
C 6.412 -0.376 -0.886
C 3.883 0.670 -1.357
C 5.375 -0.687 -0.028
C -0.347 -0.243 1.698
H -2.981 3.583 1.530
H 7.397 -0.780 -0.708
H 7.004 0.695 -2.644
H -0.661 -0.745 2.624
H 4.757 1.619 -3.058
H -3.018 -2.168 -0.377
H 2.895 1.070 -1.531
H -1.259 3.904 1.211
H -7.083 -2.345 -1.976
H -5.900 0.935 -0.883
H -6.622 -0.692 -2.449
H -1.014 -1.684 0.392
H -4.329 2.533 0.000
H -0.485 0.833 1.803
H -2.400 3.779 -0.150
H -7.247 -1.013 -0.807
H 5.521 -1.330 0.825
*
```

Atom charges from the Löwdin analysis, given in e for atoms 1 to 2: number 1, O, carries 0.1499; number 2, O, carries -0.0876